The following is a DFT calculation (wB97M-V/def2-TZVPD) of a cluster of 5 separate species, C16H36BN2O6 in total in a non-equilibrium geometry.

Each line ends with the Mulliken charge.
Atoms and positions in Å:
C (4.7146, -0.9169, 2.2707)  -0.881
N (4.8438, -0.8443, 0.8172)  -0.083
C (3.5721, -0.3459, 0.2624)  -1.130
B (5.9519, 0.1053, 0.3691)  0.129
O (6.3172, 1.1386, 1.3358)  -0.630
N (6.5159, 0.0820, -0.8685)  -0.408
C (6.5954, -1.1700, -1.5658)  -0.203
C (6.7381, -0.9543, -3.0766)  -0.239
O (6.1868, -2.0099, -3.8773)  -0.501
H (5.6870, -1.0936, 2.7272)  0.358
H (4.2861, -0.0062, 2.7042)  0.261
H (4.0546, -1.7451, 2.5580)  0.275
H (2.9119, 0.0556, 1.0439)  0.196
H (3.0064, -1.1107, -0.2699)  0.290
H (3.7606, 0.4706, -0.4385)  0.405
H (5.6608, 1.8342, 1.2863)  0.237
H (7.4786, -1.7443, -1.2447)  0.061
H (5.7208, -1.8360, -1.4097)  0.109
H (7.7895, -0.8326, -3.3409)  0.217
H (6.2386, -0.0082, -3.3022)  0.223
H (5.5350, -2.4394, -3.3207)  0.309
C (-0.5846, 0.7525, -2.5651)  -0.986
C (0.4376, -0.3577, -2.5014)  0.855
O (0.9206, -0.7150, -1.4548)  -0.487
C (0.8299, -1.0011, -3.8115)  -1.164
H (-0.7708, 1.1281, -1.5618)  0.135
H (-0.2169, 1.5684, -3.1897)  0.395
H (-1.5211, 0.3825, -2.9842)  0.274
H (1.2555, -0.2535, -4.4827)  0.333
H (-0.0473, -1.4398, -4.2913)  0.328
H (1.5695, -1.7760, -3.6272)  0.298
C (0.2443, 0.6674, 2.8395)  -1.038
C (0.9429, -0.4919, 3.5129)  0.947
O (1.9731, -0.3448, 4.1205)  -0.526
C (0.2943, -1.8498, 3.3652)  -1.183
H (0.8118, 1.5786, 3.0105)  0.297
H (0.1752, 0.4844, 1.7652)  0.129
H (-0.7645, 0.7849, 3.2417)  0.430
H (0.2244, -2.1141, 2.3086)  0.250
H (-0.7119, -1.8350, 3.7895)  0.395
H (0.8945, -2.5946, 3.8818)  0.317
C (-3.8083, -0.0641, -0.0973)  -0.611
C (-4.4505, -0.0781, -1.4593)  0.905
O (-4.0253, 0.5823, -2.3795)  -0.568
C (-5.6662, -0.9626, -1.6200)  -1.144
H (-2.9478, 0.6012, -0.1060)  0.107
H (-4.5260, 0.2879, 0.6451)  0.072
H (-3.4799, -1.0689, 0.1740)  0.350
H (-6.4455, -0.6537, -0.9208)  0.264
H (-5.4042, -1.9998, -1.4058)  0.336
H (-6.0408, -0.8883, -2.6382)  0.324
C (-8.3895, 1.8723, 1.7650)  -1.199
C (-6.8879, 2.0267, 1.7203)  0.882
O (-6.1489, 1.1091, 1.9913)  -0.565
C (-6.3530, 3.3798, 1.3194)  -1.151
H (-8.6432, 0.8587, 2.0649)  0.295
H (-8.8171, 2.5777, 2.4791)  0.382
H (-8.8157, 2.0761, 0.7813)  0.335
H (-6.7033, 4.1424, 2.0169)  0.366
H (-6.7027, 3.6395, 0.3189)  0.325
H (-5.2662, 3.3595, 1.3252)  0.302

## Properties
frontier orbital gap: 4.37 eV
strongest force on any atom: 1.10 eV/A
spin multiplicity: 1
total charge: -1
E_LUMO: 0.0582 hartree
electronic energy: -1217.091787 a.u.
HOMO energy: -2.78 eV